ORCA calculation (the ωB97M-V functional and the def2-TZVPD basis) on a single CHN3O4S molecule at a distorted geometry.

The calculation puts the largest force on an atom at 3.92 eV/Å. Its energy above the lowest of the compared OMol25 structures with the same formula, charge and spin is 60.9 kcal per mole. Its calculated total energy is -901.829261 hartree. The HOMO energy is -10.3787 eV. The value obtained for the frontier orbital gap is 9.04 eV.

Each line ends with the natural charge from an NBO analysis.
Atoms and positions in Å:
C (2.7537, 0.6987, 0.3274)  0.373
N (3.7839, 1.1244, 0.5137)  -0.311
N (1.6097, 0.0778, 0.0694)  -0.374
N (-2.4620, -0.6251, 0.1278)  0.743
O (-2.9084, 0.1762, -0.6015)  -0.384
O (-3.0020, -1.5053, 0.6679)  -0.321
O (0.8765, 0.3476, -1.0624)  -0.494
O (-1.1063, -0.6162, 0.2021)  -0.502
S (-0.6122, 0.8761, -0.8934)  0.845
H (1.0669, -0.5542, 0.6492)  0.425